# 1
Formula: C13H24AlBF4O2P
Source: the Open Molecules 2025 dataset
Level of theory: wB97M-V/def2-TZVPD

Output
- Net charge: -1
- HOMO level: -5.939 eV
- Electronic energy: -45397.7976 eV
- Multiplicity: 1

Cartesian coordinates (Å):
C1 1.19110 -4.75770 0.15040
C2 0.61225 -3.30013 -0.32815
C3 -0.97256 -3.18791 0.18948
C4 -1.95474 -2.77722 -1.07913
P1 -1.98200 -0.84033 -1.12920
C5 -3.77669 -0.73795 -0.48505
B1 -3.91907 -0.53405 1.14588
O1 -5.24411 -0.03796 1.65385
O2 -2.88254 -0.81880 2.15745
C6 -1.77882 1.08738 -1.13532
C7 -0.27999 1.41082 -0.47280
C8 -0.20446 1.47280 1.17180
C9 1.24315 1.74251 1.94874
C10 2.58339 1.98147 1.02933
C11 2.55310 1.92090 -0.62399
C12 1.09581 1.62461 -1.33851
C13 1.01465 1.51381 -2.97284
H1 0.45145 -5.58013 -0.23662
H2 2.27460 -4.86018 -0.29768
H3 1.26904 -4.71597 1.33335
H4 0.62129 -3.15342 -1.51240
H5 1.27854 -2.40516 0.09179
H6 -1.09421 -2.48542 1.12750
H7 -1.31294 -4.26990 0.56182
H8 -1.50320 -3.16908 -2.10642
H9 -3.01261 -3.23850 -0.88536
H10 -0.78089 -0.88286 -0.31661
H11 -1.78457 -0.81776 -2.58203
H12 -4.47603 -1.62481 -0.80677
H13 -4.25520 0.23892 -0.97693
H14 -5.90606 -0.26588 0.92572
H15 -2.86053 0.01254 2.74000
H16 -2.61031 1.63318 -0.48719
H17 -1.81740 1.54147 -2.22492
H18 -1.16534 1.30294 1.83359
H19 1.26263 1.75621 3.13220
H20 3.58828 2.20062 1.59247
H21 3.51151 2.08381 -1.27852
H22 1.07151 2.55424 -3.50569
H23 0.03936 0.88867 -3.25896
H24 1.94289 0.86147 -3.33354
F1 7.34654 5.74004 2.08696
Al1 5.59392 5.32656 2.11787
F2 4.90624 5.50297 0.46275
F3 4.73505 6.43670 3.24633
F4 5.38797 3.62649 2.67538

# 2
Formula: C6H10O
Source: the Open Molecules 2025 dataset
Level of theory: wB97M-V/def2-TZVPD

Output
- Relative energy (zero: lowest compared OMol25 entry of this formula, charge and spin): 4.7508 eV
- Net charge: 0
- HOMO level: -9.129 eV
- Electronic energy: -8426.4896 eV
- Multiplicity: 1

Cartesian coordinates (Å):
C1 -1.36436 -0.70114 -0.37291
C2 -0.43099 0.00830 0.47759
O1 -0.64810 -0.15457 1.74782
C3 0.08554 1.38460 0.00669
C4 1.52877 1.16492 -0.34835
C5 1.85921 -0.12036 -0.41988
C6 0.73836 -1.08360 -0.15917
H1 -1.65000 -1.70297 -0.06600
H2 -1.50184 -0.45814 -1.42731
H3 -2.66631 -0.14299 0.77228
H4 -2.15645 -0.08460 1.46266
H5 -0.48063 1.77643 -0.85056
H6 -0.04655 2.08225 0.83895
H7 2.21997 1.98370 -0.52897
H8 2.84707 -0.49701 -0.67415
H9 0.88626 -1.77462 0.67234
H10 0.53318 -1.67101 -1.06356

# 3
Formula: C41H40N12O2Sr
Source: the Open Molecules 2025 dataset
Level of theory: wB97M-V/def2-TZVPD

Output
- Relative energy (zero: lowest compared OMol25 entry of this formula, charge and spin): 2.5461 eV
- Net charge: +2
- HOMO level: -11.379 eV
- Electronic energy: -65963.4041 eV
- Multiplicity: 1

Cartesian coordinates (Å):
Sr1 0.10678 0.47599 -1.71334
C1 -1.26493 -4.06750 -2.75353
C2 -1.08363 -2.68963 -2.72637
N1 -0.20290 -2.13720 -1.90477
C3 0.55059 -2.94216 -1.15353
C4 0.33757 -4.31797 -1.17702
N2 -0.57772 -4.87665 -1.95861
C5 1.60878 -2.28768 -0.31862
C6 2.49091 -3.01714 0.46297
C7 3.46834 -2.36779 1.21387
C8 3.48068 -0.97545 1.15806
C9 2.54050 -0.30584 0.39350
N3 1.63793 -0.95143 -0.35473
C10 2.47045 1.19331 0.41341
C11 2.94282 1.92795 1.49606
N4 2.93892 3.25367 1.50874
C12 2.44484 3.86477 0.44248
C13 1.87623 3.15161 -0.60532
N5 1.89872 1.82233 -0.62052
C14 4.44648 -3.12370 2.04283
C15 4.52152 -4.51253 1.99623
C16 5.43891 -5.16976 2.80216
N6 6.26557 -4.54921 3.63452
C17 6.20202 -3.22392 3.67311
C18 5.32196 -2.47348 2.90776
H1 -1.97198 -4.52168 -3.43618
H2 -1.62118 -2.01926 -3.38796
H3 0.91092 -4.99420 -0.55765
H4 2.43031 -4.09301 0.47398
H5 4.22985 -0.40844 1.68806
H6 3.31602 1.43585 2.38570
H7 2.47841 4.94649 0.42588
H8 1.41206 3.65602 -1.44420
H9 3.90801 -5.10450 1.33411
H10 5.51027 -6.25017 2.76976
H11 6.88769 -2.72805 4.34952
H12 5.34571 -1.39878 3.01043
C19 -3.36151 2.11046 -2.08877
N7 -2.16541 1.88953 -2.88967
C20 -1.51557 3.15663 -3.22605
C21 -2.54049 1.21080 -4.14751
C22 -1.35840 0.69623 -4.94081
C23 -1.49909 0.60356 -6.32250
C24 -0.48223 0.05313 -7.08686
C25 0.67177 -0.39338 -6.45964
C26 0.78833 -0.27208 -5.07901
C27 -0.20819 0.27936 -4.25542
H13 -4.03345 2.86157 -2.52821
H14 -3.10218 2.43098 -1.08073
H15 -3.92902 1.17869 -2.01993
H16 -2.23014 3.88592 -3.63072
H17 -0.74834 2.97051 -3.97593
H18 -1.03603 3.60231 -2.34987
H19 -3.14751 1.89127 -4.76517
H20 -3.20422 0.38151 -3.87131
H21 -2.39964 0.96013 -6.81021
H22 -0.58641 -0.01867 -8.16146
H23 1.47475 -0.82075 -7.04639
H24 1.71971 -0.62731 -4.63595
O1 0.90750 1.63334 6.74705
N8 0.58617 2.67463 6.21321
O2 0.54617 3.74804 6.76228
C28 0.16146 2.63017 4.78336
C29 -0.24022 3.80441 4.26936
C30 -0.66638 3.90109 2.90801
C31 -1.03348 5.14407 2.36566
C32 -1.41371 5.19700 1.05299
C33 -1.41186 4.00442 0.31918
N9 -1.07131 2.82005 0.79322
C34 -0.70552 2.76283 2.09404
C35 -0.31731 1.48087 2.67510
N10 -0.38804 0.39529 1.87750
C36 0.02775 -0.76035 2.34757
C37 0.56777 -0.92820 3.62120
C38 0.63536 0.15902 4.45287
C39 0.16697 1.41059 4.00263
H25 -0.23182 4.68608 4.89382
H26 -1.01175 6.02938 2.98686
H27 -1.71014 6.12187 0.57968
H28 -1.71490 4.03978 -0.71942
H29 -0.07311 -1.61258 1.68332
H30 0.92519 -1.89589 3.94420
H31 1.04124 0.06399 5.44494
N11 -5.39886 -3.05954 0.69023
C40 -4.66163 -1.74641 0.49695
C41 -3.18904 -1.99672 0.17093
N12 -2.45778 -0.78618 -0.10714
H32 -6.40045 -2.91442 0.84193
H33 -5.03905 -3.57553 1.49736
H34 -5.29717 -3.66617 -0.12826
H35 -4.79114 -1.18132 1.41869
H36 -5.17421 -1.22825 -0.31289
H37 -3.11603 -2.67320 -0.68897
H38 -2.71034 -2.50585 1.01280
H39 -2.22439 -0.22501 0.70663
H40 -2.92016 -0.20253 -0.79556

# 4
Formula: C12H39O13
Source: the Open Molecules 2025 dataset
Level of theory: wB97M-V/def2-TZVPD

Output
- Relative energy (zero: lowest compared OMol25 entry of this formula, charge and spin): 2.2698 eV
- Net charge: +1
- HOMO level: -11.901 eV
- Electronic energy: -39683.7699 eV
- Multiplicity: 1

Cartesian coordinates (Å):
O1 -0.71070 -0.21035 0.26892
H1 -0.54657 -1.15147 0.17429
H2 -0.03428 0.41422 -0.00303
H3 -1.55533 0.06861 -0.09218
C1 -1.40224 3.15381 1.83968
C2 -0.87088 4.38157 0.99254
O2 0.50483 4.32191 0.53454
O3 -2.19060 2.18500 1.10811
H4 -1.80624 3.54539 2.77326
H5 -0.47701 2.66691 2.14785
H6 -1.02522 5.32588 1.51460
H7 -1.44621 4.43919 0.06854
H8 0.53930 5.08218 -0.05061
H9 -3.04728 2.61202 1.18123
C3 -5.01651 -1.61671 -1.55647
C4 -4.12988 -1.16746 -0.38159
O4 -3.29588 -0.01431 -0.63198
O5 -4.18656 -2.49541 -2.37065
H10 -5.33433 -0.80766 -2.21415
H11 -5.80928 -2.30884 -1.27263
H12 -3.36182 -1.89638 -0.12305
H13 -4.75914 -0.92426 0.47456
H14 -3.85195 0.76452 -0.55574
H15 -3.78594 -2.03166 -3.10960
C5 3.21393 -1.95591 -0.24819
C6 3.41153 -0.72479 -1.18158
O6 3.81813 0.38254 -0.44406
O7 2.13941 -1.86618 0.71810
H16 4.15366 -2.20364 0.24541
H17 2.97285 -2.81539 -0.87369
H18 2.48924 -0.49122 -1.71346
H19 4.11055 -0.86168 -2.00665
H20 3.24841 0.53286 0.31384
H21 2.40018 -1.25018 1.40669
C7 2.82324 1.62519 2.33545
C8 3.92822 1.46610 3.37641
O8 3.50784 1.00799 4.66969
O9 2.18379 0.38965 1.99359
H22 3.11773 2.15511 1.42961
H23 2.13626 2.42812 2.60277
H24 4.38651 2.45199 3.45432
H25 4.63838 0.71102 3.03928
H26 4.07952 1.35162 5.36012
H27 1.72638 -0.06582 2.70418
C9 -1.02435 -3.34104 -0.66333
C10 -0.22066 -4.56377 -0.96061
O10 -0.68194 -5.55832 -0.13355
O11 -0.66589 -2.82661 0.58395
H28 -2.06670 -3.64659 -0.75414
H29 -0.76291 -2.56053 -1.37786
H30 0.84063 -4.35581 -0.82461
H31 -0.40259 -4.89138 -1.98417
H32 -1.34409 -6.05864 -0.61608
H33 -0.02125 -3.37969 1.03132
C11 0.06660 1.07047 -2.95019
C12 -0.18609 2.14090 -1.88205
O12 0.62912 1.91529 -0.73725
O13 -0.32894 -0.26883 -2.52554
H34 1.13001 1.06876 -3.18947
H35 -0.29283 1.15728 -3.97555
H36 -1.19474 2.10741 -1.47019
H37 0.06672 3.11040 -2.31129
H38 0.75989 2.72527 -0.23884
H39 -1.18601 -0.44866 -2.91882

# 5
Formula: C36H64O36
Source: the Open Molecules 2025 dataset
Level of theory: wB97M-V/def2-TZVPD

Output
- Relative energy (zero: lowest compared OMol25 entry of this formula, charge and spin): 3.1299 eV
- Net charge: 0
- HOMO level: -10.479 eV
- SMILES: COC(=O)OC.COC(=O)OC.COC(=O)OC.COC(=O)OC.COC(=O)OC.COC(=O)OC.COC(=O)OC.COC(=O)OC.O=C1OCCO1.O=C1OCCO1.O=C1OCCO1.O=C1OCCO1
- Electronic energy: -112075.4461 eV
- Multiplicity: 1

Cartesian coordinates (Å):
C1 0.73604 1.86387 -1.42816
C2 0.18994 1.37286 -0.11443
O1 0.40389 -0.05096 -0.20518
C3 1.07897 -0.39043 -1.24451
O2 1.36856 -1.53374 -1.50312
O3 1.43133 0.73965 -1.98256
H1 1.28502 2.80376 -1.37056
H2 -0.16330 2.07448 -2.00689
H3 -0.82256 1.70871 0.10952
H4 0.78864 1.75840 0.71081
C4 -5.47698 -1.86963 1.00345
C5 -4.98209 -2.43640 2.34465
O4 -3.98573 -1.53145 2.66719
C6 -3.46071 -1.06717 1.59362
O5 -2.41493 -0.39993 1.50821
O6 -4.30532 -1.23105 0.56841
H5 -6.23437 -1.11530 1.21660
H6 -5.88897 -2.60158 0.30874
H7 -4.58933 -3.45065 2.27288
H8 -5.78074 -2.28757 3.07136
C7 1.59373 4.80426 2.27170
C8 1.07554 6.29380 2.17847
O7 0.82097 6.56295 3.54774
C9 1.34085 5.59428 4.34821
O8 1.32395 5.63016 5.58916
O9 1.99199 4.64738 3.57670
H9 2.39297 4.62507 1.55253
H10 0.77434 4.10808 2.09271
H11 0.24587 6.23603 1.47391
H12 1.85572 6.97375 1.83630
C10 0.36645 -2.17311 -4.90318
C11 1.89061 -2.20628 -5.20185
O10 2.02235 -1.06359 -6.04352
C12 0.80206 -0.64194 -6.44779
O11 0.66044 0.23560 -7.23446
O12 -0.14458 -1.49761 -5.99102
H13 0.01585 -1.59800 -4.04619
H14 -0.04161 -3.16877 -4.72928
H15 2.12827 -3.17142 -5.64919
H16 2.46984 -2.07840 -4.28738
C13 1.98188 -6.01415 3.06864
O13 0.81136 -5.81720 3.91834
C14 0.09125 -4.59284 3.90990
O14 -0.85338 -4.33163 4.68479
O15 0.49515 -3.85658 2.87337
C15 -0.13287 -2.63509 2.58658
H17 2.06846 -7.07931 2.85404
H18 2.88445 -5.88748 3.66649
H19 1.98697 -5.43252 2.14681
H20 0.05448 -2.42724 1.53311
H21 0.57058 -1.93545 3.03797
H22 -1.13434 -2.33056 2.89058
C16 -4.40591 2.26017 -1.02328
O16 -4.79587 3.32232 -0.21584
C17 -5.89145 3.16304 0.65743
O17 -6.64628 2.25376 0.82077
O18 -5.86821 4.27813 1.41571
C18 -6.83995 4.41938 2.46771
H23 -3.40260 1.88870 -0.81477
H24 -4.50753 2.55986 -2.06634
H25 -5.18575 1.53925 -0.77789
H26 -6.46512 5.11996 3.21389
H27 -7.18241 3.46447 2.86642
H28 -7.75092 4.75385 1.97136
C19 -2.29741 -5.28307 0.28861
O19 -1.43455 -5.17684 -0.84997
C20 -0.09084 -5.35154 -0.74501
O20 0.45339 -5.89182 0.20110
O21 0.44818 -4.76054 -1.79477
C21 1.86663 -4.92453 -1.94651
H29 -3.31015 -5.16338 -0.09626
H30 -2.09019 -4.55367 1.07164
H31 -2.25867 -6.25689 0.77675
H32 2.31248 -5.14845 -0.97739
H33 2.30512 -4.12990 -2.55016
H34 2.11051 -5.82607 -2.50852
C22 3.02381 4.70209 -2.99395
O22 1.67789 5.06773 -3.24723
C23 0.76778 5.25783 -2.26705
O23 1.09518 5.16456 -1.09693
O24 -0.52475 5.27688 -2.70576
C24 -1.64281 5.45178 -1.82094
H35 3.31024 3.96038 -3.73956
H36 3.08922 4.14620 -2.05864
H37 3.79129 5.47601 -3.00442
H38 -1.49924 4.78024 -0.97447
H39 -2.58336 5.06402 -2.21224
H40 -1.74023 6.49268 -1.51250
C25 4.71922 -1.42007 -1.94519
O25 4.52360 -2.79084 -2.21839
C26 5.63300 -3.52712 -2.31659
O26 6.78339 -3.15950 -2.13986
O27 5.23375 -4.82759 -2.51072
C27 6.16496 -5.90271 -2.45261
H41 5.25161 -1.23306 -1.01262
H42 3.73081 -0.96778 -1.86417
H43 5.36914 -0.95836 -2.68852
H44 5.63947 -6.80622 -2.76187
H45 6.64220 -6.02755 -1.48062
H46 7.03973 -5.80050 -3.09481
C28 -2.33366 -1.25484 -2.04054
O28 -1.68235 -0.36811 -2.94774
C29 -2.32761 0.58929 -3.51120
O29 -3.56673 0.71710 -3.52552
O30 -1.50031 1.46170 -3.96445
C30 -1.84184 2.79415 -4.45674
H47 -3.42357 -1.25533 -2.05460
H48 -2.00669 -1.10308 -1.01187
H49 -2.14339 -2.25618 -2.42682
H50 -2.39179 2.81325 -5.39763
H51 -0.95736 3.36470 -4.74007
H52 -2.35158 3.47660 -3.77665
C31 -1.20046 2.26541 4.43172
O31 -1.86472 3.47921 4.29658
C32 -2.22218 3.81796 3.07431
O32 -2.13037 3.22148 1.99044
O33 -2.87139 5.01320 3.29526
C33 -3.44075 5.83656 2.28830
H53 -0.22040 2.26264 3.95468
H54 -1.76120 1.46768 3.94457
H55 -0.90855 1.97938 5.44220
H56 -3.58330 5.28614 1.35834
H57 -2.72833 6.62037 2.03105
H58 -4.37331 6.38880 2.40437
C34 3.43202 -1.72199 1.30613
O34 3.64768 -2.38138 2.55126
C35 4.86233 -2.26296 3.18151
O35 5.86506 -1.72542 2.71246
O36 4.79425 -3.06366 4.26159
C36 5.97154 -3.22614 5.02563
H59 3.43252 -2.46398 0.50767
H60 4.11648 -0.93650 0.98579
H61 2.44269 -1.26830 1.24703
H62 6.78787 -3.44636 4.33773
H63 6.00215 -3.92721 5.85970
H64 6.32129 -2.29758 5.47679

- Among the records above, which one has the highest HOMO level?
  C13H24AlBF4O2P